Entry from the Open Molecules 2025 dataset: a cluster of 12 separate species, C40H109N5O12 in total (ωB97M-V with the def2-TZVPD basis set).

Computed properties:
Orbital gap in eV: 9.2
M in g mol⁻¹: 852.3
Net charge: 0
LUMO level in eV: 0.279
SMILES: COC[C@H](C)N.COC[C@H](C)N.COC[C@H](C)N.COC[C@H](C)N.COC[C@H](C)N.CC(C)O.CC(C)O.CC(C)O.CC(C)O.CC(C)O.CC(C)O.CCO
Largest force on an atom in eV/A: 3.3
HOMO in eV: -8.8802

Geometry as XYZ:
```
166
Properties=species:S:1:pos:R:3:forces:R:3
C -25.2655 2.9169 16.1099 0.8 0.4 -0.7
O -26.0149 3.8344 15.3546 -1.2 0.1 -0.8
C -26.6403 3.3228 14.1327 0.8 -0.7 1.5
C -27.8155 4.1825 13.7424 1.0 -0.3 0.8
C -28.8258 4.3499 14.8297 -0.3 0.6 1.2
N -28.4316 3.6451 12.5483 0.1 0.5 0.4
H -24.4497 2.5544 15.4844 0.2 -0.4 -0.1
H -25.8033 2.0628 16.5214 -0.4 0.1 0.0
H -24.7841 3.4864 16.9048 -0.2 0.0 0.2
H -25.8877 3.2419 13.3484 0.2 0.4 -0.3
H -26.9519 2.2891 14.2824 -0.3 -0.2 0.3
H -27.3666 5.1626 13.5810 -0.1 0.5 -0.3
H -28.3574 4.9396 15.6177 0.0 -0.2 0.3
H -29.2526 3.4519 15.2764 0.3 -0.3 -0.2
H -29.6786 4.9591 14.5302 -0.1 0.1 -0.4
H -29.1710 4.3309 12.4926 -0.6 -0.2 -1.1
H -27.7519 3.8835 11.8403 -0.1 -0.1 -0.7
C -24.6301 2.8896 8.0542 -0.7 0.1 0.0
O -23.6793 1.9999 7.5949 0.9 -1.1 -1.4
C -24.1590 0.9692 6.7144 1.1 0.0 0.2
C -22.9447 0.3357 5.9784 -0.6 0.4 -1.3
C -23.3750 -0.6188 4.8800 -0.6 0.4 -0.5
N -22.0373 -0.3979 6.7934 0.3 0.3 0.6
H -24.1020 3.5387 8.7527 -0.4 0.2 -0.1
H -25.4463 2.3620 8.5476 0.0 0.0 0.4
H -25.0709 3.4295 7.2162 0.0 0.5 0.0
H -24.6307 0.2017 7.3280 -0.3 -0.2 0.1
H -24.8852 1.3413 5.9917 -0.1 0.3 0.0
H -22.3984 1.1316 5.4722 0.0 0.3 0.2
H -24.0390 -0.0825 4.2020 -0.4 -0.3 -0.1
H -23.8577 -1.5044 5.2933 -0.2 0.0 -0.1
H -22.5453 -0.9507 4.2558 0.2 0.0 0.4
H -22.6534 -1.0050 7.3149 0.5 -0.4 0.6
H -21.6053 0.2647 7.4216 0.1 -0.3 0.6
C -22.3043 5.4748 16.1762 0.1 0.7 -0.1
O -21.7745 6.5468 15.3789 -0.1 -0.8 0.0
C -21.1447 7.5898 16.1002 -0.1 0.7 -1.2
C -22.1443 8.5925 16.7351 -1.0 -2.0 -0.8
C -23.1184 9.1821 15.7210 -0.2 -1.1 -0.6
N -21.4901 9.6855 17.2989 1.8 1.7 2.2
H -21.5301 5.0778 16.8329 -0.1 0.2 0.5
H -22.6344 4.6121 15.5975 0.1 0.4 -0.7
H -23.1910 5.8559 16.6827 0.1 -0.2 0.5
H -20.3329 7.2150 16.7235 -0.4 -0.2 0.9
H -20.5671 8.1200 15.3430 -0.2 0.3 -0.2
H -22.6304 8.0350 17.5356 -0.8 -0.3 -0.1
H -23.5246 8.3933 15.0879 -0.1 -0.1 -0.1
H -22.5643 9.8636 15.0755 0.0 0.1 0.0
H -23.9840 9.6885 16.1481 0.2 0.1 0.3
H -22.1575 10.1883 17.8662 -0.7 0.8 -0.6
H -20.9951 9.3416 18.1093 1.2 -0.3 0.0
C -26.3113 8.1254 12.9341 0.0 -0.2 0.9
O -26.7770 8.7256 14.1753 0.8 -0.1 -1.4
C -26.9856 7.7254 15.1473 0.1 0.4 1.4
C -27.0747 8.3766 16.5456 0.4 0.6 -0.6
C -27.0966 7.4125 17.6806 0.2 -0.6 0.4
N -28.2261 9.2256 16.6217 -0.9 0.7 -0.3
H -26.1155 8.8019 12.1022 -0.6 0.7 0.5
H -27.0174 7.3609 12.6098 0.0 0.0 -0.1
H -25.3375 7.6559 13.0735 0.0 -0.3 0.4
H -27.9094 7.1905 14.9269 -0.1 -0.2 0.0
H -26.1511 7.0305 15.2422 0.2 -0.3 -0.5
H -26.1909 8.9969 16.6947 0.6 0.0 -0.4
H -26.0860 7.0425 17.8534 -0.1 -0.7 -0.3
H -27.8514 6.6472 17.5000 0.2 -0.3 0.2
H -27.3288 7.8914 18.6318 -0.3 0.3 -0.1
H -28.1666 9.8826 15.8569 -0.2 0.1 -0.3
H -28.1388 9.8077 17.4425 -0.2 0.0 0.3
C -27.0699 0.9159 11.1468 0.8 0.5 -0.9
O -25.7060 1.0239 10.7067 0.7 -0.3 0.5
C -24.7074 0.5353 11.6203 0.1 0.8 0.0
C -23.2679 0.9681 11.2192 -1.4 -0.2 -0.3
C -23.0721 2.4642 11.3337 0.0 1.0 0.0
N -22.9307 0.5157 9.8749 0.1 0.0 -0.2
H -27.5992 1.5767 10.4603 -0.2 -0.1 0.1
H -27.2335 1.3335 12.1402 0.1 -0.4 0.1
H -27.4392 -0.0971 10.9866 -0.1 -0.1 0.4
H -24.8903 0.9702 12.6029 -0.2 -0.1 0.3
H -24.7198 -0.5506 11.7140 -0.2 -0.3 -0.1
H -22.5915 0.5019 11.9356 0.0 -0.2 0.1
H -22.0895 2.7610 10.9670 0.1 -0.1 0.1
H -23.1877 2.8640 12.3412 0.3 -0.5 0.4
H -23.7884 3.0995 10.8127 -0.3 -0.5 -0.5
H -23.3629 -0.3687 9.6484 0.1 -0.6 0.6
H -23.4069 1.0872 9.1918 0.3 0.7 0.0
C -20.2327 8.3782 12.6739 0.9 0.8 -0.6
C -18.7760 8.8135 12.2848 0.4 -0.5 2.6
C -17.7019 8.2946 13.2942 -1.0 0.4 0.2
O -18.3798 8.2173 11.1141 -0.1 -0.1 -2.5
H -20.2204 7.3640 13.0730 -0.2 0.1 0.2
H -20.8724 8.3978 11.7915 0.1 -0.1 -0.3
H -20.6959 9.1018 13.3447 0.2 -0.2 0.4
H -18.6415 9.8943 12.2418 -0.4 0.2 -0.2
H -16.7174 8.1436 12.8514 -0.2 0.3 -0.3
H -18.0300 7.3094 13.6256 0.1 0.1 0.5
H -17.6024 9.0360 14.0870 0.0 -0.4 0.5
H -18.3874 8.9051 10.4444 0.0 -0.4 -0.5
C -23.4289 5.8334 6.9375 -0.4 0.9 0.8
C -22.7312 7.1934 6.5680 0.5 -3.0 0.7
C -21.6169 7.4965 7.6176 -0.7 0.1 -1.1
O -22.1139 6.9353 5.2923 -0.1 1.2 0.4
H -22.7609 5.0042 7.1704 0.2 0.2 -0.2
H -24.1675 5.4985 6.2092 0.3 0.1 -0.6
H -24.0692 6.0020 7.8034 0.1 0.0 0.5
H -23.5569 7.9048 6.5794 0.4 0.6 -0.4
H -22.0453 7.4208 8.6170 0.1 0.0 0.0
H -21.1618 8.4768 7.4758 -0.2 0.2 0.0
H -20.7941 6.7916 7.4978 -0.2 -0.3 0.1
H -22.8151 6.6309 4.7115 0.0 0.0 -0.1
C -20.1141 4.9883 10.1905 -0.4 -0.2 0.1
C -18.5954 4.9625 10.2401 0.6 -0.9 0.5
C -17.9132 5.6287 9.0612 -0.6 1.0 0.4
O -18.1001 5.4203 11.5189 -0.5 -0.2 -0.8
H -20.5522 5.9695 10.0080 0.3 0.2 0.1
H -20.5307 4.6031 11.1212 0.2 0.1 0.3
H -20.5477 4.3260 9.4413 0.3 0.0 -0.4
H -18.2815 3.9189 10.2192 -0.1 -0.2 0.1
H -16.8317 5.7013 9.1759 0.0 -0.6 -0.2
H -18.2261 6.6728 9.0531 -0.2 0.2 -0.2
H -18.2746 5.1738 8.1389 0.4 -0.1 -0.1
H -18.4064 6.3288 11.5677 0.2 0.4 0.1
C -20.2415 2.3571 14.7336 -0.3 -0.8 0.2
C -18.8749 3.0223 14.7217 -1.3 1.1 0.5
C -19.0651 4.5679 14.6691 0.6 -0.3 -0.4
O -18.1995 2.6406 15.9090 0.1 -0.3 0.2
H -20.7987 2.3993 15.6695 0.3 0.5 0.3
H -20.1237 1.2856 14.5722 0.0 -0.1 -0.3
H -20.9136 2.7608 13.9764 0.2 0.0 -0.2
H -18.3659 2.5996 13.8555 0.3 0.5 -0.2
H -19.4247 5.0154 15.5957 -0.2 -0.5 0.2
H -19.7654 4.8536 13.8842 0.0 -0.1 -0.1
H -18.1322 5.0886 14.4530 0.2 -0.1 -0.1
H -17.3043 2.9865 15.8835 0.1 0.1 -0.1
C -23.3245 10.8633 8.6358 0.4 -0.7 0.7
C -23.1741 10.1465 10.0095 2.4 0.5 -1.3
C -22.3231 10.9910 10.9534 0.0 0.2 0.2
O -24.3446 9.7810 10.6046 -2.0 -0.4 0.8
H -22.4061 11.4386 8.5187 -0.2 0.2 -0.4
H -24.1955 11.5181 8.6107 0.0 0.1 0.1
H -23.3919 10.1398 7.8232 -0.1 0.1 0.0
H -22.6579 9.1964 9.8720 0.2 0.0 -0.3
H -22.2313 10.4800 11.9118 -0.2 0.2 0.1
H -22.7851 11.9736 11.0494 -0.2 0.1 0.4
H -21.3086 11.2176 10.6255 0.0 -0.3 -0.4
H -24.8475 10.5793 10.7818 -0.3 0.1 0.2
C -27.8818 4.1008 9.2068 0.0 0.4 -0.1
C -27.0157 5.3046 9.6599 -1.6 -0.1 -0.6
C -27.8723 6.5384 10.0260 -1.0 -0.2 0.1
O -26.2816 4.8554 10.7610 0.3 -0.4 0.4
H -28.6515 3.7965 9.9160 0.0 0.3 0.2
H -27.2604 3.2190 9.0511 0.1 0.2 0.0
H -28.3912 4.3264 8.2700 0.0 0.1 -0.1
H -26.3702 5.5430 8.8145 0.3 0.1 0.0
H -28.5316 6.2920 10.8583 0.4 -0.2 0.6
H -28.6614 6.8127 9.3258 0.4 -0.2 -0.9
H -27.3801 7.4841 10.2530 0.5 -0.3 0.0
H -25.6095 5.5168 10.9408 0.3 0.5 0.2
C -23.1477 6.0174 12.6264 -0.4 0.2 -0.8
C -23.2265 6.2680 11.0947 2.0 -0.3 2.6
O -24.3989 6.9119 10.7459 -0.9 -0.5 -0.9
H -22.2384 5.4728 12.8808 0.0 0.1 0.1
H -24.0157 5.4186 12.9023 -0.1 -0.1 0.3
H -23.1720 6.9645 13.1655 0.1 -0.1 0.2
H -23.0395 5.2741 10.6882 -0.7 0.2 -1.0
H -22.3572 6.8905 10.8826 0.1 0.0 -0.5
H -24.3358 7.8335 11.0071 -0.1 0.4 0.0
```
Forces are in eV/Å.